<i>
# C3H14N5

A cluster of 2 separate species, C3H14N5 in total (the ωB97M-V functional and the def2-TZVPD basis, OMol25).

Cartesian coordinates (Å):
C1 0.314 0.841 1.662
C2 1.075 -0.404 -0.752
C3 0.422 -0.521 0.728
N1 0.403 0.137 -1.749
N2 2.237 -1.056 -0.870
N3 1.048 -1.691 1.295
N4 -0.996 -0.865 0.426
N5 -1.653 1.837 -1.372
H1 -0.314 1.429 0.928
H2 1.307 1.152 2.015
H3 -0.406 0.677 2.498
H4 0.679 0.177 -2.696
H5 -0.561 0.554 -1.402
H6 2.730 -1.465 -0.056
H7 2.774 -1.223 -1.771
H8 1.109 -1.594 2.360
H9 0.485 -2.519 1.280
H10 -1.619 -0.670 1.105
H11 -0.828 -1.755 -0.009
H12 -2.430 1.503 -0.929
H13 -1.345 2.534 -0.686
H14 -1.579 2.300 -2.252

* HOMO level: -0.48233 Eh
* M: 120.18 g/mol
* net charge: +1
* LUMO energy: -2.56 eV

natural (NBO) atomic charge list, values in e, 8 entries: C -0.62; C 0.53; C 0.24; N -0.76; N -0.75; N -0.88; N -0.86; N -1.07


<ii>
# C3H14N5

A cluster of 2 separate species, C3H14N5 in total (the ωB97M-V functional and the def2-TZVPD basis, OMol25).

Cartesian coordinates (Å):
N1 -2.421 -0.665 3.146
C1 -1.435 -0.837 2.209
N2 -0.228 -0.170 2.493
N3 -1.621 -1.407 1.053
H1 -2.952 -1.495 3.456
H2 -2.105 -0.145 3.972
H3 0.127 -0.145 3.458
H4 0.454 -0.591 1.841
H5 -2.494 -1.833 1.111
N4 -0.497 0.277 -0.804
C2 0.815 0.000 -1.504
C3 1.450 1.176 -2.219
N5 2.652 0.712 -2.878
H6 -0.450 1.013 -0.097
H7 -1.184 0.496 -1.527
H8 -0.819 -0.542 -0.224
H9 1.507 -0.522 -0.841
H10 0.530 -0.718 -2.305
H11 0.692 1.520 -2.959
H12 1.541 1.998 -1.497
H13 3.019 1.304 -3.638
H14 3.418 0.576 -2.246

* HOMO level: -0.47865 Eh
* M: 120.18 g/mol
* net charge: +1
* LUMO energy: -2.81 eV

natural (NBO) atomic charge list, values in e, 8 entries: N -0.82; C 0.61; N -0.84; N -0.84; H 0.41; H 0.39; H 0.41; H 0.39


<iii>
# C3H14N5

A cluster of 2 separate species, C3H14N5 in total (the ωB97M-V functional and the def2-TZVPD basis, OMol25).

Cartesian coordinates (Å):
N1 -1.159 0.646 -0.119
C1 -1.300 -0.322 -1.333
C2 0.106 -0.647 -1.918
N2 -0.137 -1.568 -3.035
H1 -1.068 0.264 0.860
H2 -0.268 1.151 -0.237
H3 -1.870 1.341 -0.125
H4 -1.868 -1.190 -0.997
H5 -1.895 0.217 -2.090
H6 0.586 0.285 -2.248
H7 0.749 -1.076 -1.124
H8 0.716 -1.880 -3.441
H9 -0.581 -2.368 -2.683
N3 -0.014 0.821 2.772
C3 1.025 0.692 1.849
N4 1.630 -0.575 1.842
N5 1.407 1.600 0.984
H10 -0.435 1.758 2.803
H11 0.129 0.428 3.676
H12 1.196 -1.344 2.364
H13 1.921 -0.789 0.905
H14 1.131 2.555 1.295

* HOMO level: -0.48996 Eh
* M: 120.18 g/mol
* net charge: +1
* LUMO energy: -3.23 eV

natural (NBO) atomic charge list, values in e, 8 entries: N -0.72; C -0.21; C -0.23; N -0.81; H 0.46; H 0.46; H 0.43; H 0.22


<ii> is favored, and the nearest alternative lies 11.9 kcal/mol above it.